19
Properties=species:S:1:pos:R:3:forces:R:3:nbo_charge:R:1 method="wB97M-V/def2-TZVPD" largest_force_ev_per_a=8.35 lumo_energy_ev=1.10 smiles=C1N[C@H]2CC[C@H]3[C@@H]1[C@H]32 energy_ha=-327.7634 relative_energy_kj_mol=852.1 total_charge=0 gap_ev=9.85
C -1.95769 -0.12353 -0.56149 -2.1 4.4 0.6 -0.233
N -1.42510 -1.25711 0.04093 -4.3 -4.2 5.8 -0.572
C -0.04146 -1.00260 0.34771 -1.8 5.5 -2.8 -0.099
C 1.41699 -1.18186 0.14863 3.4 -2.8 1.0 -0.399
C 1.80791 0.20140 -0.51703 -1.7 0.3 -0.8 -0.394
C 0.57067 1.08629 -0.02460 4.1 6.2 -3.4 -0.223
C -1.02127 1.14771 0.00903 -0.3 -0.2 -0.1 -0.265
C -0.16728 0.47180 0.94955 -0.7 -2.6 6.2 -0.309
H -1.93918 -0.23140 -1.56968 1.2 0.1 -3.4 0.190
H -3.12732 0.06447 -0.55949 2.2 -0.6 1.4 0.223
H -1.98278 -1.17927 1.00777 1.5 -1.4 -2.2 0.328
H -0.11764 -0.54957 -0.71524 1.5 -0.7 0.6 0.246
H 2.03416 -1.56748 1.16907 -1.4 1.5 -2.7 0.201
H 1.72672 -1.87865 -0.63355 -0.5 -0.7 0.4 0.227
H 2.64736 0.60994 -0.03265 1.1 0.7 0.8 0.212
H 2.11889 0.28869 -1.66848 -1.2 -0.9 2.3 0.215
H 0.90595 2.23930 -0.06673 -0.5 -2.5 0.7 0.205
H -1.12378 2.14777 0.57407 -1.5 -1.2 -2.0 0.240
H -0.32515 0.71410 2.10219 1.0 -0.9 -2.3 0.206

---

19
Properties=species:S:1:pos:R:3:forces:R:3:nbo_charge:R:1 method="wB97M-V/def2-TZVPD" largest_force_ev_per_a=5.01 lumo_energy_ev=0.96 energy_ha=-327.8309 relative_energy_kj_mol=675.0 total_charge=0 gap_ev=8.91
C -1.30529 0.47440 -0.28689 -1.1 2.7 0.1 0.261
C -2.98174 0.12477 0.24061 3.2 -2.3 -2.7 -0.080
C -1.29310 0.01810 1.05586 -0.9 -0.5 -3.4 -0.394
C -0.11073 -0.26499 0.02300 -0.2 -1.2 1.0 -0.013
C 0.10294 -1.71531 -0.45404 -1.1 0.5 1.9 -0.619
C 1.35851 1.68932 -0.65579 3.3 1.1 3.6 -0.582
C 1.13144 0.60202 0.38774 -0.7 -1.4 -2.6 -0.381
N -2.39397 0.85677 -0.92714 0.5 -1.0 1.0 -0.516
H -3.09047 -0.92188 -0.11923 -0.7 0.7 0.8 0.202
H -3.66512 0.53975 0.91272 -0.8 0.8 1.1 0.197
H -1.53928 0.09222 2.03615 0.1 0.5 2.7 0.248
H -0.61556 -2.00348 -1.18610 -0.6 -0.1 -0.7 0.219
H -0.02761 -2.41612 0.40785 0.3 0.6 -0.6 0.218
H 1.06176 -1.83019 -0.84319 1.7 -0.3 -0.8 0.211
H 2.41381 2.21357 -0.37244 -2.4 -1.2 -1.2 0.200
H 0.62047 2.41836 -0.46786 -0.9 1.0 -0.1 0.211
H 1.27902 1.34346 -1.61353 0.2 -0.7 -2.6 0.205
H 0.95103 1.10420 1.26029 -0.4 0.9 2.5 0.209
H 1.95827 -0.07435 0.51335 0.5 -0.2 0.0 0.205